This record from OMol25 describes an isolated ion of composition CH4N3 and charge +1 at a distorted geometry. The level of theory is the ωB97M-V functional and the def2-TZVPD basis.

Computed properties:
E_tot: -204.338553 Ha
2S+1: 1
net charge: +1
frontier orbital gap (spin up / spin down): 0.3159 / 0.3430 Eh
highest occupied orbital energy (spin up / spin down): -15.02 / -15.33 eV
energy above the lowest of the compared OMol25 structures with the same formula, charge and spin: 4.550 eV

The geometry in XYZ format:
```
8
Properties=species:S:1:pos:R:3:forces:R:3
C -0.491 -0.572 0.195 -2.5 -2.4 1.3
N 0.783 -0.576 -0.136 -1.2 -1.5 -0.8
N 1.156 0.605 0.083 3.0 2.1 0.3
N -1.471 0.192 -0.080 2.3 0.8 -0.9
H 1.243 -1.511 -0.305 0.3 1.3 0.3
H 2.138 0.683 0.396 -0.2 -0.2 -0.4
H -2.243 0.236 0.597 0.1 0.3 -0.9
H -1.115 0.944 -0.751 -1.7 -0.3 0.9
```
Positions in Å, forces in eV/Å.